Entry from the OMol25 dataset: a structure of composition C26H35AlB2Cl4F2K2N4NaO17S (the ωB97M-V functional and the def2-TZVPD basis).

The value obtained for the lowest unoccupied orbital energy is -12.82 eV. As for the total charge: +3. As for the HOMO-LUMO gap: 1.32 eV. Its spin multiplicity is 1.

Element x y z (Å)
N1 -0.1128 3.0567 2.1042
C1 0.9695 2.3272 2.7383
C2 2.0249 1.6979 1.7652
O1 2.3116 2.8249 0.9303
S1 3.7972 2.8133 0.1866
O2 4.8052 2.5719 1.1731
O3 3.6463 1.4312 -0.7119
C3 2.3375 1.4758 -1.3026
C4 1.2531 0.6560 -0.5220
C5 -0.0985 1.4051 -0.7505
C6 -0.4342 1.5622 -2.2242
O4 0.0063 2.4106 -2.9087
F1 -1.3167 0.7237 -2.7446
B1 1.1782 -0.7566 -1.3209
N2 -0.0601 -1.4464 -1.5218
O5 2.3161 -1.3752 -1.8230
C7 1.6095 0.4031 1.0239
C8 0.3640 -0.2167 1.6744
C9 0.6623 -0.8065 3.0829
C10 -0.5614 -0.9911 3.9587
O6 -0.4578 -0.7896 5.1388
N3 -1.7794 -1.4452 3.4302
C11 -2.9291 -0.6968 3.8145
C12 -4.1190 -1.3987 3.9496
C13 -5.2994 -0.7767 4.2702
C14 -5.3026 0.6151 4.4738
C15 -4.1028 1.3289 4.3733
C16 -2.9351 0.6960 4.0479
O7 2.5714 -0.6845 0.9167
B2 3.7224 -0.7861 1.6274
O8 3.8147 -1.7282 2.7268
O9 4.8860 -0.1359 1.3647
H1 -0.7833 2.5028 1.5954
H2 0.1682 3.9018 1.6287
H3 0.6313 1.6451 3.5128
H4 1.5509 3.0823 3.2741
H5 2.9105 1.6178 2.4119
H6 2.0343 2.4950 -1.5531
H7 2.4643 1.0254 -2.2893
H8 -0.9730 0.9392 -0.2971
H9 0.0476 2.4331 -0.4260
H10 0.0388 -2.4543 -1.5304
H11 -0.7829 -1.2033 -0.8582
H12 2.2268 -2.3198 -1.6738
H13 0.0405 -1.0924 1.1093
H14 -0.4959 0.4492 1.6732
H15 1.3857 -0.1833 3.5993
H16 1.1259 -1.7765 2.8982
H17 -1.7405 -1.4256 2.4101
H18 -4.1126 -2.4889 3.7745
H19 -6.2245 -1.3235 4.3813
H20 -6.2016 1.1665 4.7075
H21 -4.0778 2.3980 4.5257
H22 -2.0196 1.2679 3.9533
H23 4.5234 -2.3228 2.4428
H24 5.1782 0.3112 2.1738
C17 0.8299 3.1147 -6.0454
C18 1.3668 3.5246 -7.3334
N4 1.7912 3.8453 -8.3487
H25 -0.2582 3.1498 -6.0378
H26 1.1286 2.0959 -5.8021
H27 1.1858 3.7632 -5.2465
K1 3.9135 -3.7874 2.9328
F2 2.1318 -4.0290 -3.1701
C19 2.9810 -4.4319 -4.1639
C20 2.4730 -4.9340 -5.3374
C21 3.3604 -5.3336 -6.3284
C22 4.7332 -5.2347 -6.1257
C23 5.2243 -4.7301 -4.9324
C24 4.3356 -4.3206 -3.9480
H28 1.4027 -5.0112 -5.4746
H29 2.9796 -5.7240 -7.2616
H30 5.4172 -5.5513 -6.9002
H31 6.2918 -4.6546 -4.7711
H32 4.6773 -3.9113 -3.0186
O10 4.5145 -0.7889 -3.1683
H33 4.5320 -0.4509 -2.2565
O11 -4.1535 1.5665 1.0053
Cl1 -5.4229 1.1059 0.4657
O12 -5.2447 -0.1563 -0.1728
O13 -5.9287 2.0753 -0.4541
O14 -6.3698 0.9768 1.5623
Na1 -0.9686 4.7237 3.6423
K2 5.3004 -3.9527 -1.1263
C25 -4.8649 -4.4293 0.8906
Cl2 -4.6041 -3.7862 -0.7230
Cl3 -4.9628 -3.0637 2.0327
Cl4 -6.3146 -5.4107 0.9805
H34 -4.0177 -5.0474 1.1558
C26 -4.5509 5.8507 1.5791
O15 -4.9145 6.9075 1.0408
O16 -5.2061 4.7069 1.2712
O17 -3.5773 5.7847 2.3893
H35 -5.8481 5.1048 0.6554
Al1 -3.0457 7.8332 2.1577

Atomic forces in eV per Å
-0.697 0.194 1.292
0.787 0.452 -0.404
-0.005 0.871 1.137
0.267 -1.012 -0.402
0.353 1.066 -1.181
0.014 -0.461 0.498
-0.634 0.661 1.165
-0.011 -0.716 -1.076
0.016 0.214 -0.737
0.140 -0.150 -0.287
-0.034 0.257 -0.039
0.662 0.781 -0.466
-0.367 -0.498 0.473
-0.449 -0.673 0.309
0.853 0.031 1.573
0.292 0.386 0.948
-1.549 0.016 -2.501
0.215 -1.018 0.823
-0.272 0.088 -1.318
0.354 -0.150 0.792
-0.113 0.356 0.406
0.727 1.496 -1.152
-0.690 -0.502 0.541
-0.098 -1.128 0.273
-0.094 0.340 -0.014
0.115 0.498 -0.232
0.193 0.182 -0.034
0.303 0.152 0.009
0.413 0.123 1.617
0.225 0.890 0.186
-0.133 2.373 -1.754
-0.660 -0.104 0.068
-0.026 0.202 -0.254
0.325 -0.490 -0.705
-0.295 -0.093 -0.203
0.111 -0.104 0.027
0.025 -0.777 -0.145
-0.020 0.103 0.440
0.143 -0.035 0.034
0.102 0.027 0.267
-0.308 0.023 0.212
-0.359 -0.051 -0.680
-0.438 0.030 -0.466
-0.064 -0.176 -0.879
0.113 0.247 -0.499
0.169 0.261 0.186
-0.099 -0.217 0.453
0.030 -0.067 0.250
-0.228 -0.651 0.007
0.375 1.153 0.900
0.039 -0.147 -0.029
-0.151 -0.195 0.044
-0.237 0.034 0.001
0.047 -0.051 0.014
1.134 4.191 -0.234
0.732 0.013 -0.280
-0.142 -0.108 0.364
-0.027 -0.018 0.020
0.042 0.008 -0.036
0.003 0.047 -0.134
0.060 -0.012 -0.124
0.056 0.079 -0.091
-1.370 -7.361 2.259
0.071 -0.046 0.161
0.065 -0.044 -0.187
-0.327 -0.018 -0.058
0.187 0.061 0.158
-0.048 -0.037 -0.071
-0.011 -0.040 -0.007
0.002 -0.211 -0.042
0.004 0.025 -0.008
-0.025 -0.004 0.007
0.003 0.009 -0.001
0.001 0.043 -0.044
-0.290 0.347 -1.085
0.097 -0.416 0.399
-0.055 0.281 -0.117
0.064 0.009 0.261
0.370 -0.780 -0.814
0.094 0.133 0.219
-0.087 0.226 0.259
0.139 0.231 0.591
-0.618 0.151 -0.029
0.629 0.121 0.425
-0.429 0.030 -0.185
0.089 -0.055 -0.179
-0.275 -0.930 -1.183
0.081 0.030 -0.014
0.019 0.072 0.114
-0.843 -1.242 -0.554
0.832 0.934 0.409
0.463 1.591 0.134
1.376 0.431 0.778
-0.427 -0.925 -0.165
-1.013 -0.854 -0.407



Entry from the OMol25 dataset: a structure of composition C24H49BCl4F4KN3O7S (the ωB97M-V functional and the def2-TZVPD basis).

The value obtained for the lowest unoccupied orbital energy is -1.77 eV. As for the HOMO-LUMO gap: 7.21 eV. Its spin multiplicity is 1.

Element x y z (Å)
C1 -1.7746 -2.4837 -1.0998
C2 -2.4181 -1.4033 -1.9827
C3 -1.5837 -1.0740 -3.2232
C4 -0.2573 -0.3749 -2.9119
C5 -0.4446 1.0054 -2.2495
C6 0.6347 1.2827 -1.1786
C7 0.0625 1.7172 0.1655
O1 -1.2916 1.3857 0.4524
S1 -1.5882 2.1247 1.8672
O2 -2.3929 1.3241 2.7057
O3 -2.0096 3.4431 1.5628
O4 -0.0910 2.1197 2.4235
C8 0.7746 1.3589 1.4847
C9 0.6217 -0.1088 2.0136
N1 0.5075 -0.2652 3.4420
C10 2.1900 1.8929 1.8131
C11 3.2941 1.6033 0.7087
C12 3.5771 0.1324 0.4540
C13 4.3103 -0.5567 1.6279
C14 3.9134 -2.0224 1.7429
O5 3.9089 -2.6445 0.4647
C15 2.6797 -3.1872 0.0455
H1 -2.0289 -2.2909 -0.0581
H2 -2.1330 -3.4781 -1.3461
H3 -0.6869 -2.4679 -1.1440
H4 -2.6143 -0.5151 -1.3871
H5 -3.3704 -1.7981 -2.3315
H6 -1.3310 -2.0342 -3.6824
H7 -2.1621 -0.5328 -3.9715
H8 0.3092 -1.0405 -2.2632
H9 0.2776 -0.2601 -3.8527
H10 -1.4454 1.0793 -1.8424
H11 -0.3417 1.7388 -3.0458
H12 1.2879 0.4195 -1.1029
H13 1.2535 2.1079 -1.5595
H14 0.0621 2.8205 0.1328
H15 1.4762 -0.7027 1.7076
H16 -0.2781 -0.5420 1.5817
H17 1.1726 0.2770 3.9759
H18 -0.4331 -0.1038 3.7649
H19 2.5326 1.5613 2.7916
H20 2.0828 3.0037 1.9149
H21 4.2508 2.0544 1.0337
H22 3.0195 2.1560 -0.2201
H23 4.1933 0.0553 -0.4396
H24 2.6620 -0.4076 0.2243
H25 4.1589 -0.0562 2.5804
H26 5.3700 -0.5448 1.3794
H27 4.6736 -2.5106 2.3513
H28 2.9733 -2.1483 2.2829
H29 2.5640 -2.9775 -1.0196
H30 1.8297 -2.7234 0.5512
H31 2.6433 -4.2671 0.1886
B1 4.8547 -0.0087 5.4250
F1 4.1690 -0.0462 6.6375
F2 4.0869 0.7227 4.4710
F3 6.0942 0.6138 5.5681
F4 5.0276 -1.3167 4.9241
C16 -9.0770 -2.7380 -3.9990
O6 -9.1746 -1.6345 -4.8763
C17 -9.9390 -0.5430 -4.3813
C18 -9.0634 0.6385 -4.0250
N2 -8.2483 0.3655 -2.8491
C19 -7.1880 1.3358 -2.5936
C20 -6.1165 1.5547 -3.6564
O7 -5.2264 0.4682 -3.8389
C21 -5.7148 -0.5731 -4.6649
H32 -8.6764 -3.5730 -4.5712
H33 -8.4000 -2.5428 -3.1596
H34 -10.0569 -3.0218 -3.6049
H35 -10.5557 -0.8485 -3.5311
H36 -10.6110 -0.2371 -5.1877
H37 -9.7029 1.5023 -3.8190
H38 -8.4570 0.8727 -4.9103
H39 -7.8298 -0.5492 -2.9486
H40 -6.6795 1.0166 -1.6806
H41 -7.6544 2.3019 -2.3742
H42 -5.4924 2.3827 -3.3107
H43 -6.5348 1.8701 -4.6201
H44 -6.3525 -0.1940 -5.4669
H45 -6.2596 -1.3253 -4.0878
H46 -4.8519 -1.0697 -5.1105
C22 9.4602 -1.1969 6.5679
Cl1 9.6514 0.3741 7.3640
Cl2 7.7667 -1.5505 6.3503
Cl3 10.2925 -1.1542 5.0031
Cl4 10.2213 -2.4491 7.5769
C23 11.9756 2.7565 4.3767
C24 10.6703 2.2780 3.9501
N3 9.6368 1.8866 3.6449
H47 12.7024 1.9462 4.3631
H48 12.3310 3.5474 3.7185
H49 11.9245 3.1504 5.3902
K1 2.4064 3.8457 0.4131

Atomic forces in eV per Å
-0.105 0.500 0.344
0.191 -0.409 -0.287
0.205 -0.467 0.131
-0.753 0.071 -0.058
0.562 -0.421 -0.435
-0.635 -0.230 -0.374
1.320 0.883 0.096
-0.107 -0.244 0.510
-0.243 0.013 0.246
-0.131 -0.557 -0.155
0.329 0.484 -0.035
-0.569 0.536 -0.843
0.297 -0.410 1.769
0.019 -0.382 -0.143
0.026 -0.003 -0.251
0.098 0.320 -0.555
-0.125 -0.276 0.533
0.087 -0.087 0.154
-0.182 -0.204 -0.847
0.628 -0.012 0.501
-0.249 0.111 -0.065
0.044 0.202 -0.262
-0.069 -0.172 0.111
0.105 -0.126 -0.118
0.098 -0.111 -0.100
-0.139 0.112 -0.024
-0.245 0.250 0.084
-0.012 -0.021 -0.176
-0.090 0.248 0.103
0.233 0.044 0.017
0.308 -0.065 0.057
-0.052 0.139 0.113
-0.252 0.253 0.069
-0.003 -0.111 0.214
0.029 -0.158 0.235
-0.087 0.045 -0.020
0.021 0.074 -0.338
0.030 -0.106 -0.212
0.093 -0.129 0.158
0.001 0.223 0.132
-0.043 -0.378 0.003
-0.354 -2.758 2.485
-0.304 0.000 0.118
0.669 -2.275 0.061
0.007 -0.017 -0.114
-0.084 0.041 -0.098
0.084 -0.025 0.097
0.163 0.213 0.262
-0.053 -0.094 0.139
-0.229 -0.043 -0.191
0.041 -0.093 -0.118
-0.063 -0.058 0.170
-0.043 -0.101 0.125
0.201 -0.159 0.214
-0.067 0.031 -0.019
-0.491 0.367 -0.326
-0.147 0.218 -0.065
-0.008 -0.056 -0.085
0.042 0.003 -0.091
0.027 -0.058 0.144
-0.133 0.132 -0.212
0.148 -0.062 0.111
0.100 -0.025 -0.177
-0.091 -0.139 0.150
0.134 0.252 0.058
-0.102 -0.050 -0.072
0.235 -0.087 0.092
0.001 0.011 -0.025
-0.069 -0.013 0.059
0.003 -0.003 0.033
0.079 -0.020 0.067
-0.025 -0.021 0.014
0.011 0.023 -0.012
-0.090 0.052 -0.054
-0.013 -0.029 0.024
0.010 0.062 0.023
0.008 0.025 -0.047
0.013 -0.002 0.010
-0.072 -0.125 -0.013
-0.057 -0.003 0.023
-0.112 0.020 -0.070
0.017 0.042 -0.014
-0.070 -0.109 0.036
0.028 0.041 0.008
0.202 -0.110 -0.050
-0.022 -0.049 0.004
0.050 0.002 0.046
0.253 0.080 0.069
-0.022 -0.020 0.110
-0.062 0.086 -0.194
-0.055 -0.058 -0.015
-0.053 -0.003 -0.040
-0.082 -0.025 0.013
-0.187 5.559 -2.945



Entry from the OMol25 dataset: a cluster of 2 separate species, C19H30N4O2S in total (the ωB97M-V functional and the def2-TZVPD basis).

The value obtained for the lowest unoccupied orbital energy is 0.43 eV. As for the energy above the lowest of the compared OMol25 structures with the same formula, charge and spin: 31.9 kcal per mole. As for the HOMO-LUMO gap: 8.89 eV. The SMILES is CC[C@H](C)[C@H](NC(C)=O)C(=O)NC.Sc1ccccc1C1=NCCCN1. Its spin multiplicity is 1.

Element x y z (Å)
C1 -2.0123 1.2279 1.5410
C2 -1.1670 0.3547 0.6063
C3 -0.3788 -0.7587 1.3286
C4 0.6193 -1.3832 0.3353
C5 -1.2497 -1.8355 2.0296
N1 -0.3968 -2.5604 2.9943
C6 -0.8479 -3.2648 4.0315
C7 0.1962 -3.8177 4.9715
O1 -2.0330 -3.4830 4.2301
C8 -2.0331 -2.7471 1.0509
O2 -2.8061 -2.2620 0.2297
N2 -1.8524 -4.0723 1.1346
C9 -2.5190 -5.0555 0.2830
H1 -2.4369 2.0538 0.9693
H2 -2.8284 0.6462 1.9693
H3 -1.3899 1.6340 2.3390
H4 -1.8064 -0.0633 -0.1681
H5 -0.4539 1.0093 0.1087
H6 0.2122 -0.2627 2.1014
H7 1.2600 -0.6040 -0.0832
H8 1.2503 -2.1205 0.8292
H9 0.0843 -1.8621 -0.4859
H10 -2.0089 -1.3190 2.6162
H11 0.5995 -2.4415 2.9091
H12 0.8748 -4.4653 4.4202
H13 -0.3002 -4.3895 5.7551
H14 0.7474 -2.9927 5.4195
H15 -1.2806 -4.4064 1.8932
H16 -2.1199 -4.9936 -0.7308
H17 -2.3642 -6.0618 0.6748
H18 -3.5907 -4.8458 0.2501
S1 1.4769 3.0406 0.6043
C10 2.5323 3.3642 -0.7710
C11 3.7323 4.0502 -0.5415
C12 4.6117 4.3256 -1.5922
C13 4.3026 3.9005 -2.8850
C14 3.1138 3.2053 -3.1221
C15 2.2132 2.9398 -2.0768
C16 0.9703 2.2372 -2.3917
N3 1.0173 1.0322 -2.9047
C17 -0.2328 0.3137 -3.2190
C18 -1.3324 1.2782 -3.6546
C19 -1.5342 2.3130 -2.5567
N4 -0.2346 2.9010 -2.2163
H19 2.3161 3.5004 1.5541
H20 3.9881 4.3786 0.4602
H21 5.5358 4.8644 -1.4035
H22 4.9842 4.1049 -3.7058
H23 2.8762 2.8698 -4.1287
H24 -0.5601 -0.2521 -2.3411
H25 -0.0429 -0.4080 -4.0196
H26 -1.0374 1.7759 -4.5835
H27 -2.2645 0.7363 -3.8386
H28 -1.9788 1.8442 -1.6743
H29 -2.2181 3.0920 -2.9083
H30 -0.2027 3.7344 -1.6368

Atomic forces in eV per Å
0.197 -0.397 -0.362
-0.262 -0.002 0.502
0.027 -0.069 -0.941
-0.302 0.185 0.292
0.198 -0.030 0.350
0.326 0.724 -1.415
-0.885 -0.783 1.255
-0.018 0.063 -0.021
-0.103 0.215 -0.243
-0.435 0.308 -0.540
0.355 0.172 0.306
0.625 -0.659 0.486
-0.082 0.600 0.063
-0.080 0.059 0.132
-0.061 0.132 0.099
-0.078 0.077 0.099
-0.024 -0.224 -0.015
0.254 -0.096 -0.066
-0.080 -0.017 0.286
-0.004 -0.077 -0.001
0.132 -0.154 -0.112
0.037 -0.075 -0.016
-0.175 -0.085 0.000
-0.020 0.050 -0.055
0.220 -0.022 0.072
0.042 0.091 -0.152
0.199 -0.055 0.041
-0.095 -0.026 -0.139
-0.095 -0.073 -0.006
0.083 0.212 0.054
0.105 -0.031 -0.044
-0.292 -0.153 0.206
0.651 0.287 -0.380
0.265 0.055 -0.633
-0.447 -0.271 0.036
-0.296 -0.175 0.154
0.219 0.258 0.439
0.923 0.689 0.279
-2.358 -2.891 -1.411
0.545 1.077 0.687
0.256 0.840 -0.100
-0.014 -0.152 0.193
0.272 0.020 -0.027
0.560 0.657 0.498
-0.131 -0.059 -0.257
-0.051 -0.041 -0.069
-0.144 -0.074 0.028
-0.114 -0.037 0.118
-0.065 -0.006 0.251
0.047 0.005 0.018
0.189 0.084 0.176
-0.014 -0.031 0.058
0.035 0.117 0.019
-0.049 -0.027 -0.020
0.203 0.063 0.158
-0.191 -0.249 -0.331



Entry from the OMol25 dataset: a cluster of 3 separate species, C6H14O in total (the ωB97M-V functional and the def2-TZVPD basis).

The value obtained for the lowest unoccupied orbital energy (alpha / beta) is 3.69 / 3.68 eV. As for the total charge: -1. As for the energy above the lowest of the compared OMol25 structures with the same formula, charge and spin: 46.2 kcal per mole. As for the HOMO-LUMO gap (alpha / beta): 6.15 / 6.16 eV. Its spin multiplicity is 2.

Element x y z (Å)
C1 1.1921 1.1533 1.0782
O1 2.3434 1.3545 1.5908
C2 0.8830 0.2406 0.0307
C3 -0.5686 -0.1230 -0.2827
C4 -1.1067 -1.2450 0.6120
C5 -0.7027 -0.5160 -1.7585
C6 -2.1391 -0.7273 -2.2384
H1 1.7129 -0.3549 -0.3337
H2 0.4020 1.9275 1.2454
H3 1.9367 0.2895 4.4264
H4 0.3372 0.4114 2.3378
H5 1.9824 0.5122 3.7323
H6 -1.1202 0.8097 -0.1026
H7 -0.9726 -0.9438 1.6506
H8 -0.5139 -2.1486 0.4654
H9 -2.1612 -1.4961 0.4449
H10 -0.1190 -1.4295 -1.9282
H11 -0.2353 0.2797 -2.3528
H12 -2.6029 -1.5687 -1.7162
H13 -2.1803 -0.9480 -3.3045
H14 -2.7599 0.1502 -2.0301

Atomic forces in eV per Å
0.235 0.047 0.993
-0.080 0.182 -0.540
-0.772 -0.102 0.615
0.956 0.131 -0.244
-0.022 0.106 0.284
-0.085 0.395 -0.153
0.001 -0.165 0.305
-0.092 -0.288 -0.096
0.069 0.026 -0.244
-0.008 -0.235 0.729
-0.095 -0.082 -0.483
0.124 0.263 -0.711
-0.303 -0.182 0.004
-0.077 -0.059 0.000
0.069 -0.133 -0.089
0.043 0.104 -0.083
-0.011 0.063 -0.013
-0.022 -0.159 -0.009
0.004 0.020 -0.057
-0.019 0.064 -0.114
0.084 0.004 -0.094



Results for largest force on an atom: 7.82; 6.29; 3.99; 1.02 (in eV Å⁻¹, following the order of the records).